Record 1
Computed, not measured: a structure of composition C25H19N4O11Ti in a non-equilibrium geometry, with the ωB97M-V functional and the def2-TZVPD basis.

```
! wB97M-V def2-TZVPD RIJCOSX def2/J DEFGRID3
* xyz -1 1
Ti -0.091 -0.383 0.576
O 3.128 1.185 0.422
C 2.123 0.934 -0.205
O 0.914 1.111 0.216
C 2.236 0.519 -1.700
C 0.976 0.956 -2.472
C 1.273 0.890 -3.984
C 1.183 -0.624 -4.238
C 0.923 -1.134 -2.813
O 0.088 -0.134 -2.252
C 2.220 -1.005 -1.976
C 2.007 -1.947 -0.770
O 2.423 -3.088 -0.841
O 1.290 -1.482 0.180
H 3.154 0.973 -2.082
H 0.512 1.881 -2.127
H 0.529 1.442 -4.556
H 2.257 1.292 -4.214
H 0.346 -0.871 -4.889
H 2.088 -1.058 -4.657
H 0.438 -2.108 -2.759
H 3.098 -1.349 -2.525
C -1.693 -3.990 -1.114
C -2.737 -3.496 -1.924
C -3.035 -2.161 -1.886
C -2.282 -1.290 -1.068
N -1.206 -1.777 -0.349
C -0.969 -3.095 -0.362
C -2.555 0.090 -0.840
C -3.755 0.756 -1.180
C -3.969 2.040 -0.753
C -2.968 2.689 -0.007
C -1.806 2.005 0.269
N -1.581 0.749 -0.132
H -1.464 -5.044 -1.089
H -3.311 -4.170 -2.541
H -3.846 -1.771 -2.482
H -0.151 -3.441 0.267
H -4.527 0.230 -1.722
H -4.903 2.545 -0.954
H -3.113 3.688 0.369
H -1.005 2.481 0.833
O 0.716 -0.350 2.490
C -0.463 -0.107 2.836
O -1.394 -0.515 2.072
C -0.764 0.714 4.032
C -0.039 0.558 5.205
C -0.308 1.418 6.288
C -1.217 2.458 6.162
C -1.914 2.612 4.970
C -1.728 1.706 3.909
N -2.787 3.701 4.784
O -3.016 4.456 5.736
O -3.284 3.863 3.660
N 0.383 1.238 7.507
O 1.185 0.305 7.589
O 0.147 2.013 8.438
H 0.721 -0.199 5.304
H -1.382 3.144 6.980
H -2.304 1.817 3.002
*
```

* highest occupied orbital energy (alpha / beta): -2.38 / -1.89 eV
* Kohn-Sham gap (alpha / beta): 3.220 / 2.232 eV
* energy relative to the best compared isomer or geometry (same formula, charge and spin): 47.4 kcal per mole


Record 2
Computed, not measured: the molecule C2H10N6O2 in a non-equilibrium geometry, with the ωB97M-V functional and the def2-TZVPD basis.

```
! wB97M-V def2-TZVPD RIJCOSX def2/J DEFGRID3
* xyz 0 1
N -1.971 -0.175 -1.299
C -1.060 -0.053 -0.211
N -1.696 -0.070 1.059
N -0.115 1.064 -0.356
O -0.123 2.068 0.608
C 1.059 0.053 -0.211
N 1.696 0.069 1.059
N 1.971 0.178 -1.299
N 0.114 -1.063 -0.357
O 0.122 -2.068 0.606
H -2.220 0.737 -1.662
H -1.593 -0.734 -2.053
H -1.757 -0.994 1.468
H -2.652 0.263 0.999
H -0.571 1.871 1.448
H 1.758 0.993 1.469
H 2.651 -0.266 0.999
H 2.223 -0.734 -1.660
H 1.592 0.735 -2.053
H 0.573 -1.874 1.445
*
```

* highest occupied orbital energy: -8.77 eV
* structure (SMILES): NC1(N)N(O)C(N)(N)N1O
* Kohn-Sham gap: 9.621 eV
* energy relative to the best compared isomer or geometry (same formula, charge and spin): 0.0 kcal per mole


Record 3
Computed, not measured: a structure of composition C5H11NO, with the ωB97M-V functional and the def2-TZVPD basis.

```
! wB97M-V def2-TZVPD RIJCOSX def2/J DEFGRID3
* xyz 0 1
C -1.767 -1.738 1.154
O -1.086 -1.433 -0.035
C -1.009 -0.043 -0.268
C -0.033 0.780 0.516
N 0.757 1.053 -0.535
C 1.901 1.650 -0.768
C -0.068 0.243 -1.455
H -1.845 -2.826 1.213
H -2.783 -1.309 1.159
H -1.226 -1.370 2.039
H -2.032 0.360 -0.357
H 0.050 1.202 1.509
H 1.918 -0.412 1.011
H 2.525 -0.160 0.638
H 2.371 2.210 0.030
H 2.319 1.610 -1.763
H 0.475 -0.640 -1.797
H -0.468 0.823 -2.291
*
```

* highest occupied orbital energy: -7.10 eV
* Kohn-Sham gap: 8.205 eV
* energy relative to the best compared isomer or geometry (same formula, charge and spin): 115.3 kcal per mole